[1]
C20H36Cl2MnN2O6P | ωB97M-V/def2-TZVPD

```
68
C20H36Cl2MnN2O6P (ωB97M-V/def2-TZVPD)
O -0.2409 1.1139 -0.7206
C 0.2496 1.1560 -2.0174
C -0.9305 1.2393 -2.9868
C -2.2168 0.8327 -2.6031
H -2.3678 0.4616 -1.5829
C -3.2646 0.8687 -3.5290
H -4.2560 0.5326 -3.2056
C -3.0259 1.3283 -4.8344
H -3.8473 1.3605 -5.5567
C -1.7380 1.7503 -5.2108
H -1.5452 2.1184 -6.2230
C -0.6915 1.7078 -4.2832
H 0.3309 2.0115 -4.5477
H 0.8296 2.0912 -2.1009
C 2.5754 0.2106 -1.6680
C 1.2609 0.0219 -2.3910
H 3.3697 -0.3775 -2.1418
H 2.5437 -0.1280 -0.6200
H 2.8219 1.2896 -1.5967
C 0.8543 -1.0309 -3.0998
C 1.6533 -2.2909 -3.3308
H -0.1842 -1.0853 -3.4796
H 1.8006 -2.4290 -4.4141
H 1.1361 -3.2067 -2.9897
H 2.6525 -2.2530 -2.8584
Mn -0.0823 -0.4257 0.5582
Cl -2.0904 -1.3922 0.0566
Cl 1.0872 -1.9457 -0.5023
H -4.1753 3.3167 0.4657
H -4.6392 1.3554 2.2985
C -3.4676 2.5657 0.0864
C -3.8054 0.8138 1.8317
N -2.9172 1.7854 1.1876
H -2.6427 3.0593 -0.4416
C -1.6201 1.8628 1.4873
O -0.9510 0.9010 1.9504
H -3.2408 0.2499 2.5814
H -1.1346 2.8323 1.2724
H -4.0048 1.8984 -0.6029
H -4.2115 0.1400 1.0659
H 4.3169 1.2927 3.2557
H 3.3239 3.8414 3.1525
C 4.1808 1.3778 2.1662
C 3.1018 3.6329 2.0958
N 3.0014 2.1937 1.8643
H 4.0632 0.3823 1.7202
C 1.8816 1.6432 1.3772
O 1.7228 0.3972 1.3160
H 2.1495 4.0983 1.8231
H 1.1223 2.3601 1.0135
H 5.0670 1.8842 1.7585
H 3.9090 4.0589 1.4827
C 0.8287 -1.1159 4.1316
O -0.3439 -1.2106 3.3486
P -0.2402 -2.4748 2.1335
O -0.4926 -3.6938 3.1924
C 0.5914 -4.5399 3.6197
O 0.1947 -3.7305 0.9737
C -0.8451 -4.1997 0.1677
H 0.7986 -0.0825 4.5102
H 1.7316 -1.2632 3.5027
H 0.8437 -1.8517 4.9630
H 1.4942 -4.3923 2.9982
H 0.8534 -4.3301 4.6764
H 0.2102 -5.5719 3.5175
H -0.5141 -5.2141 -0.1108
H -1.7646 -4.2221 0.7747
H -1.0600 -3.5804 -0.7280
```

Computed properties:
**Charge**: -1
**2S+1**: 6
**Gap between HOMO and LUMO (spin up / spin down)**: 5.620 / 5.963 eV
**LUMO level (spin up / spin down)**: 2.37 / 2.37 eV
**HOMO level (spin up / spin down)**: -3.25 / -3.60 eV

Here are the Löwdin charges for atoms 1 to 2, given in e: O -0.329; C -0.394

[2]
C3H11NO2 | ωB97M-V/def2-TZVPD

```
17
C3H11NO2 (ωB97M-V/def2-TZVPD)
C -1.0820 2.1250 0.2013
C -2.2096 1.7906 1.1553
C -0.8456 -0.2215 1.8511
N -1.6595 0.6800 2.1005
H -1.3882 3.1452 -0.0735
H -0.1016 2.3042 0.6452
H -0.8795 1.5446 -0.6974
H -3.0438 1.2796 0.6795
H -2.4852 2.5612 1.8697
H -0.2457 -0.3841 0.9607
H -0.6648 -1.0545 2.5450
H 5.3609 1.3280 -2.7311
H 4.1887 0.7460 -3.4851
O 4.6412 0.6826 -2.6273
H -0.4024 -5.8954 -1.3125
H 0.8266 -5.0753 -0.5807
O -0.0095 -5.5561 -0.5006
```

Computed properties:
**Charge**: +1
**2S+1**: 2
**Gap between HOMO and LUMO (spin up / spin down)**: 8.707 / 5.161 eV
**LUMO level (spin up / spin down)**: -4.94 / -8.49 eV
**HOMO level (spin up / spin down)**: -13.65 / -13.65 eV

Here are the Löwdin charges for atoms 1 to 2, given in e: C -0.070; C -0.109

[3]
C10H21FeN3P | ωB97M-V/def2-TZVPD

```
36
C10H21FeN3P (ωB97M-V/def2-TZVPD)
C 0.2915 0.0420 -2.0153
C -0.9653 -0.6648 -1.9408
C -0.7264 -1.9755 -1.4471
C 0.6709 -2.1379 -1.2210
C 1.3427 -0.9096 -1.5367
Fe 0.8398 0.5945 0.0614
P -0.3853 2.4493 0.1415
H 0.4970 0.9709 -2.5540
H -1.9201 -0.2574 -2.2640
H -1.4909 -2.7459 -1.3032
H 2.4206 -0.7601 -1.6753
H 1.1748 -3.0555 -0.9146
H -1.5377 2.6411 0.9712
H -0.8979 2.9037 -1.1084
H 0.4474 3.5505 0.5037
C 3.6672 -0.9852 3.0534
N 2.4834 -0.2949 3.5533
C 2.4031 -0.0855 4.9933
C 1.4311 -0.1065 2.7424
N 1.4896 -0.5475 1.4857
N 0.3123 0.5404 3.1983
C 0.3799 1.7764 3.9590
C -1.0092 0.0969 2.7716
H 4.4151 -0.9984 3.8532
H 4.0771 -0.4594 2.1820
H 3.4341 -2.0223 2.7686
H 2.5458 0.9693 5.2550
H 1.4429 -0.4305 5.3860
H 3.2098 -0.6640 5.4593
H 2.3178 -1.1193 1.3185
H -0.2611 2.5313 3.4895
H 0.0302 1.6242 4.9875
H 1.4030 2.1697 3.9777
H -1.0426 -0.1304 1.6929
H -1.2925 -0.8179 3.3151
H -1.7377 0.8800 2.9908
```

Computed properties:
**Charge**: -1
**2S+1**: 5
**Gap between HOMO and LUMO (spin up / spin down)**: 2.588 / 6.279 eV
**LUMO level (spin up / spin down)**: 3.17 / 3.10 eV
**HOMO level (spin up / spin down)**: 0.58 / -3.18 eV

Here are the Löwdin charges for atoms 1 to 2, given in e: C -0.307; C -0.189

| no. | molecular weight (Da) | DFT total energy (a.u.) |
| --- | --- | --- |
| 1 | 557.33 | -3757.3513 |
| 2 | 93.13 | -325.7460 |
| 3 | 270.12 | -2162.7969 |